(1)
C3H5ClN2O2 | the ωB97M-V functional and the def2-TZVPD basis

CARTESIAN COORDINATES (ANGSTROEM)
C (1.03910, -0.60972, -0.60386)
C (0.37768, 0.59644, 0.72546)
C (-1.89133, 0.45170, -0.10249)
N (-0.92636, 0.88611, 0.79873)
N (2.26000, -1.11009, -0.65166)
O (3.30911, -0.72143, -0.16701)
O (2.15292, -2.15982, -1.32992)
Cl (1.38138, 1.18672, 1.82401)
H (0.13543, -1.26243, -0.78761)
H (-1.86836, -0.56794, -0.32690)
H (-2.87551, 0.59981, 0.25502)
H (-1.83981, 1.09305, -1.09375)
H (-1.25425, 1.61761, 1.45997)

Output
Molecular weight in g/mol: 136.54
2S+1: 3
⟨S²⟩: 2.022
HOMO level (spin up / spin down) in eV: -6.2286 / -10.3610

Löwdin atomic charges, in units of e: C 0.147; C -0.757; C -0.140; N -0.160; N -0.462; O 0.052; O 0.046; Cl 0.753; H 0.118; H 0.053; H 0.071; H 0.131; H 0.148


(2)
C3H5ClO2 | the ωB97M-V functional and the def2-TZVPD basis

CARTESIAN COORDINATES (ANGSTROEM)
C (-0.05673, -0.75938, 0.66158)
C (1.30224, -1.11980, 0.40784)
C (-0.72611, 0.40749, -0.00192)
O (0.43865, -1.91550, -0.07167)
O (2.15264, 0.07771, -0.86926)
Cl (2.77625, -1.76566, 1.23046)
H (-0.67547, -1.04421, 1.59684)
H (-1.71970, 0.11551, -0.30359)
H (-0.19665, 0.63710, -0.91604)
H (-0.85651, 1.15750, 0.65942)
H (2.95983, -0.42491, -0.95649)

Output
Molecular weight in g/mol: 108.52
2S+1: 3
⟨S²⟩: 2.006
HOMO level (spin up / spin down) in eV: -6.1303 / -10.7638

Löwdin atomic charges, in units of e: C -0.265; C -0.805; C -0.032; O 0.040; O 0.083; Cl 0.582; H 0.169; H 0.085; H 0.077; H 0.048; H 0.019


(3)
C3H5ClO2S | the ωB97M-V functional and the def2-TZVPD basis

CARTESIAN COORDINATES (ANGSTROEM)
C (-1.06215, 0.00312, 0.52964)
C (-1.75371, -0.02479, -0.83750)
C (1.66079, 0.74753, 0.68165)
O (0.71627, -1.95230, 1.23866)
O (1.02374, -1.16267, -1.03492)
S (0.60109, -0.89498, 0.28875)
Cl (0.17826, 1.69150, 0.53112)
H (-2.22413, -0.97063, -0.59621)
H (-0.98009, 0.11610, -1.51930)
H (-2.46061, 0.79866, -0.79977)
H (1.92980, 0.81607, 1.71632)
H (2.37074, 0.83239, -0.19845)

Output
Molecular weight in g/mol: 140.59
HOMO level in eV: -8.9133

Löwdin atomic charges, in units of e: C -0.364; C -0.198; C -0.460; O -0.321; O -0.341; S 0.551; Cl 0.807; H 0.092; H 0.025; H 0.074; H 0.044; H 0.091


(4)
C3H5ClOSi | the ωB97M-V functional and the def2-TZVPD basis

CARTESIAN COORDINATES (ANGSTROEM)
C (0.14473, -0.87896, -1.63911)
C (-0.37168, 0.17278, -1.00303)
C (-0.68041, 0.21360, 0.41487)
O (-1.25538, -0.65060, 1.07532)
Si (0.64589, 1.44348, 1.82468)
Cl (2.20269, 0.13484, 1.67086)
H (0.31884, -0.89792, -2.67106)
H (0.33517, -1.90567, -1.06821)
H (-0.62808, 1.11731, -1.58044)
H (1.26324, 2.79410, 1.82916)
H (0.12506, 1.12346, 3.13852)

Output
Structure (SMILES): C=CC(=O)[SiH2]Cl
Molecular weight in g/mol: 120.61
HOMO level in eV: -9.0289

Löwdin atomic charges, in units of e: C 0.033; C -0.209; C -0.443; O -0.001; Si 0.320; Cl 0.202; H 0.035; H 0.127; H 0.124; H -0.098; H -0.090


Energy above the lowest of the compared OMol25 structures with the same formula, charge and spin values, unit kJ/mol, following the record order: 431.09; 240.54; 510.75; 0.00.
Calculated total energy values, unit eV, following the record order: -22780.4715; -19802.0248; -30638.9333; -25638.1445.